(a)
This record from the OMol25 dataset describes a 2-piece molecular cluster, CHNOS overall. The level of theory is wB97M-V/def2-TZVPD.

Summary:
E_HOMO (spin up / spin down): -10.1 / -9.9 eV
HOMO-LUMO gap (spin up / spin down): 9.85 / 8.23 eV

Each line ends with the Löwdin charge.
Cartesian coordinates (Å):
C 0.66 0.18 -0.10  -0.95
N -0.31 -0.56 -0.68  0.09
O 0.30 -1.09 0.41  -0.03
S 1.73 1.29 0.05  0.79
H -2.38 0.18 0.31  0.10



(b)
This record from the OMol25 dataset describes one molecule with the formula CHNOS. The level of theory is wB97M-V/def2-TZVPD.

Summary:
E_HOMO: -9.2 eV
HOMO-LUMO gap: 9.09 eV

Each line ends with the Löwdin charge.
Cartesian coordinates (Å):
C -0.71 -0.71 -0.15  -0.80
N -0.23 0.28 0.29  -0.02
O 0.85 1.07 0.65  0.01
S -1.57 -1.78 -0.90  0.69
H 1.65 1.13 0.10  0.12



Which of them is the most stable? Correct choice: (b).



(a)
This record from the OMol25 dataset describes one molecule with the formula C3H6ClF. The level of theory is wB97M-V/def2-TZVPD.

Summary:
E_HOMO: -10.5 eV
HOMO-LUMO gap: 11.48 eV

Each line ends with the Löwdin charge.
Cartesian coordinates (Å):
C -1.04 -0.71 0.18  -0.58
C -0.15 0.55 -0.02  -0.25
C 1.38 0.29 -0.19  -0.16
H -0.84 -1.49 -0.55  0.06
H -1.05 -0.98 1.25  0.08
H -0.35 1.26 0.85  0.13
H -0.21 1.12 -0.88  0.06
H 1.61 0.84 -1.05  0.09
H 1.75 0.51 0.87  0.13
F 1.64 -1.11 -0.22  -0.09
Cl -2.73 -0.30 -0.22  0.52



(b)
This record from the OMol25 dataset describes C3H6ClF as an isolated structure. The level of theory is wB97M-V/def2-TZVPD.

Summary:
E_HOMO: -10.8 eV
HOMO-LUMO gap: 11.09 eV

Each line ends with the Löwdin charge.
Cartesian coordinates (Å):
C -1.74 -0.35 -0.21  -0.15
C -0.65 0.30 0.57  -0.64
C 0.70 -0.58 0.39  -0.44
H -1.08 -1.07 -1.17  0.11
H -2.28 -1.20 0.93  0.21
H -2.72 0.69 -0.95  0.20
H -0.09 1.34 0.31  0.13
H 0.64 -1.88 0.07  0.14
H 1.33 -0.59 1.41  0.11
F -0.75 0.44 1.96  -0.09
Cl 1.24 0.15 -1.34  0.41



(c)
This record from the OMol25 dataset describes one molecule with the formula C3H6ClF. The level of theory is wB97M-V/def2-TZVPD.

Summary:
E_HOMO: -10.7 eV
HOMO-LUMO gap: 11.57 eV

Each line ends with the Löwdin charge.
Cartesian coordinates (Å):
C -1.11 -0.81 -0.02  -0.55
C -0.22 0.44 -0.28  -0.28
C 1.26 0.26 0.17  -0.32
H -0.85 -1.62 -0.81  0.11
H -0.80 -1.14 0.96  0.07
H -0.41 1.31 0.46  0.13
H -0.27 0.92 -1.32  0.12
H 1.79 1.21 -0.20  0.14
H 1.37 0.30 1.20  0.09
F 2.07 -0.72 -0.15  0.00
Cl -2.83 -0.16 -0.02  0.49



(d)
This record from the OMol25 dataset describes one molecule with the formula C3H6ClF. The level of theory is wB97M-V/def2-TZVPD.

Summary:
E_HOMO: -10.8 eV
HOMO-LUMO gap: 11.67 eV

Each line ends with the Löwdin charge.
Cartesian coordinates (Å):
C 0.00 1.29 0.07  -0.07
C -0.54 -0.19 0.28  -0.97
C 0.46 -1.11 -0.40  -0.06
H 1.00 1.27 0.71  0.12
H -0.53 2.07 0.56  0.05
H 0.11 1.37 -1.01  0.07
H 0.29 -2.15 -0.30  0.06
H 1.41 -0.94 0.08  0.07
H 0.59 -0.85 -1.57  0.14
F -0.43 -0.53 1.52  -0.02
Cl -2.36 -0.23 0.05  0.60



Which of them is the most stable? Correct choice: (d).



(a)
This record from the OMol25 dataset describes a 2-piece molecular cluster, C3H11N2 overall. The level of theory is wB97M-V/def2-TZVPD.

Summary:
spin multiplicity: 2
E_HOMO (spin up / spin down): -5.2 / -8.8 eV
HOMO-LUMO gap (spin up / spin down): 5.99 / 9.53 eV

Each line ends with the Löwdin spin population.
Cartesian coordinates (Å):
C -1.19 1.13 -0.16  0.03
C -0.02 0.61 0.62  0.25
C 1.35 0.84 0.15  0.45
N -0.32 -0.04 1.88  0.05
H -1.62 2.01 0.34  0.01
H -2.00 0.41 -0.25  0.01
H -0.81 1.45 -1.13  0.00
H 2.19 0.61 0.80  0.04
H 1.46 1.74 -0.45  0.05
H -0.84 -0.89 1.63  0.01
H 0.57 -0.42 2.21  0.01
N 0.19 -1.67 -1.17  0.02
H 0.00 -2.63 -0.93  0.00
H 1.15 -1.53 -1.47  0.01
H -0.51 -1.37 -1.83  0.00
H 0.40 -0.25 -0.23  0.06



(b)
This record from the OMol25 dataset describes a 2-piece molecular cluster, C3H11N2 overall. The level of theory is wB97M-V/def2-TZVPD.

Summary:
spin multiplicity: 2
E_HOMO (spin up / spin down): -5.6 / -8.6 eV
HOMO-LUMO gap (spin up / spin down): 6.72 / 9.73 eV

Each line ends with the Löwdin spin population.
Cartesian coordinates (Å):
C 1.01 -1.41 -1.32  0.61
N 1.82 -0.36 -1.69  0.27
H 0.78 -1.46 -0.27  0.04
H 0.71 -2.13 -2.05  0.05
H 2.15 -0.21 -2.62  0.00
H 2.17 0.31 -1.03  0.01
C -1.81 -0.26 0.84  0.00
N -0.83 0.59 0.21  0.01
C 0.13 1.18 1.13  0.00
H -1.29 -1.11 1.30  0.00
H -2.30 0.12 1.75  0.00
H -2.51 -0.65 0.10  0.00
H -1.30 1.34 -0.29  0.00
H 0.73 0.43 1.63  0.00
H -0.31 1.91 1.82  0.00
H 0.85 1.71 0.50  0.00



Which of them is the most stable? Correct choice: (b).